Entry 1:
A structure of composition C20H31BrF7INbO15S in a non-equilibrium geometry. Source: the OMol25 dataset; level of theory: wB97M-V/def2-TZVPD.

```
! RIJCOSX wB97M-V def2-TZVPD def2/J DEFGRID3
* xyz -1 1
C -5.047 -0.530 -2.139
C -4.886 0.501 -3.357
O -5.768 1.393 -3.455
O -3.813 0.440 -4.298
C -2.708 1.314 -3.834
C -1.937 0.553 -2.639
Nb 0.267 1.069 -2.416
C 0.107 1.409 -0.164
C 1.430 1.008 0.669
O 2.551 0.876 0.157
Br 1.099 0.683 2.633
C 0.733 -1.149 -2.212
C 0.315 -1.819 -0.834
O 1.242 -2.342 -0.151
I -1.692 -1.975 -0.019
S -0.086 3.533 -2.893
O -0.367 3.659 -4.393
O 1.246 4.235 -2.673
C -1.518 4.338 -1.981
F -2.459 4.733 -2.997
F -2.252 3.403 -1.171
C -1.158 5.693 -1.197
F -0.497 6.610 -2.056
F -2.421 6.317 -0.898
C -0.429 5.502 0.211
F -1.110 4.674 1.119
F -0.399 6.799 0.821
F 0.904 5.084 0.141
H -6.152 -0.562 -1.865
H -4.604 -1.542 -2.416
H -4.463 -0.142 -1.240
H -2.024 1.480 -4.730
H -3.200 2.259 -3.433
H -2.039 -0.574 -2.864
H -2.432 0.756 -1.612
H 2.064 1.406 -2.395
H 0.453 0.841 -4.234
H 0.009 2.554 -0.014
H -0.848 0.973 0.318
H 0.159 -1.700 -3.052
H 1.845 -1.301 -2.418
C 0.875 -3.181 3.046
O -0.363 -3.432 3.717
C -0.494 -4.681 4.184
O 0.320 -5.567 4.083
O -1.693 -4.777 4.787
C -1.970 -6.063 5.335
H 0.869 -2.143 2.713
H 1.717 -3.321 3.727
H 0.975 -3.824 2.170
H -1.241 -6.318 6.107
H -1.983 -6.822 4.549
H -2.959 -6.024 5.793
C 2.397 -4.870 -7.294
O 3.205 -5.368 -6.230
C 3.462 -4.465 -5.267
O 3.075 -3.324 -5.245
O 4.225 -5.058 -4.334
C 4.576 -4.208 -3.241
H 2.255 -5.680 -8.010
H 1.418 -4.561 -6.923
H 2.896 -4.043 -7.803
H 3.683 -3.873 -2.710
H 5.161 -3.354 -3.590
H 5.190 -4.789 -2.552
C 1.644 1.222 7.909
O 1.660 2.645 8.004
C 1.190 3.274 6.913
O 0.778 2.743 5.913
O 1.261 4.597 7.132
C 0.790 5.394 6.046
H 2.044 0.821 8.841
H 0.623 0.855 7.785
H 2.279 0.883 7.087
H -0.265 5.192 5.849
H 1.391 5.220 5.151
H 0.893 6.441 6.333
*
```

Output
Orbital gap: 0.2386 hartree
ΔE to the lowest compared entry with this formula, charge and spin: 77.0 kcal/mol
M: 976.2 g/mol
Highest occupied orbital energy: -0.22784 hartree
E_LUMO: 0.3 eV
Energy: -161498.597 eV


Entry 2:
A structure of composition C20H31ClN4V in a non-equilibrium geometry. Source: the OMol25 dataset; level of theory: wB97M-V/def2-TZVPD.

```
! RIJCOSX wB97M-V def2-TZVPD def2/J DEFGRID3
* xyz 2 2
C -0.091 0.062 -5.686
C 1.286 0.568 -5.696
C -0.341 -1.374 -5.880
C -1.200 1.014 -5.811
Cl 0.381 1.334 -0.869
H -0.357 -1.638 -6.955
H -1.313 -1.686 -5.471
H 0.440 -1.995 -5.420
H 1.627 0.800 -6.722
H 1.996 -0.165 -5.287
H 1.384 1.501 -5.120
H -1.360 1.313 -6.864
H -1.008 1.943 -5.253
H -2.151 0.590 -5.458
C 1.446 -1.905 0.899
C 0.520 -2.665 0.128
C 0.639 -2.259 -1.239
H -0.062 -3.498 0.518
C 1.650 -1.269 -1.326
C 2.140 -1.024 -0.006
H 2.981 -0.394 0.247
H 1.722 -2.120 1.929
H 0.149 -2.725 -2.094
H 2.051 -0.839 -2.241
C -2.374 0.472 0.157
C -2.283 -0.666 1.032
C -2.055 -1.815 0.220
H -2.557 -0.696 2.087
C -2.005 -1.389 -1.147
C -2.220 0.013 -1.185
H -2.342 0.621 -2.079
H -2.654 1.475 0.450
H -2.058 -2.837 0.587
H -1.955 -2.035 -2.020
V -0.173 -0.447 0.142
C -0.659 1.654 2.554
N 0.191 0.434 2.283
C -0.072 -0.521 3.418
N 0.173 0.056 4.749
C -0.697 1.249 4.924
N -0.427 2.261 3.877
C 0.990 2.664 3.998
N 1.885 1.509 3.778
C 1.613 0.917 2.457
C 1.589 0.504 4.825
H -1.723 1.393 2.515
H -0.442 2.404 1.781
H 0.573 -1.403 3.317
H -1.120 -0.848 3.388
H -0.487 1.695 5.903
H -1.748 0.932 4.865
H 1.213 3.446 3.260
H 1.155 3.038 5.019
H 2.316 0.084 2.339
H 1.817 1.672 1.686
H 1.759 0.963 5.807
H 2.244 -0.368 4.692
*
```

Output
Orbital gap (spin up / spin down): 0.1452 / 0.0816 hartree
⟨S²⟩: 0.759
ΔE to the lowest compared entry with this formula, charge and spin: 1.1 kcal/mol
M: 413.9 g/mol
Highest occupied orbital energy (spin up / spin down): -0.44005 / -0.43983 hartree
E_LUMO (spin up / spin down): -8.0 / -9.7 eV
Energy: -65393.963 eV


Entry 3:
A structure of composition C20H31FeO2 in a non-equilibrium geometry. Source: the OMol25 dataset; level of theory: wB97M-V/def2-TZVPD.

```
! RIJCOSX wB97M-V def2-TZVPD def2/J DEFGRID3
* xyz 0 6
O 0.416 0.191 -4.463
C 0.262 1.485 -5.123
C 0.027 0.878 -6.503
H 1.181 2.075 -5.053
H -0.600 2.031 -4.729
C 0.235 -0.469 -5.751
H 0.801 1.093 -7.240
H -0.982 1.002 -6.896
C 1.472 -1.203 -6.231
H 2.343 -0.539 -6.277
H 1.280 -1.591 -7.242
H 1.687 -2.062 -5.584
C -0.981 -1.372 -5.775
H -1.885 -0.831 -5.476
H -0.822 -2.236 -5.117
H -1.120 -1.753 -6.796
Fe -0.100 -0.239 3.891
C -1.901 -0.690 4.738
C -1.622 0.720 4.906
C -1.747 1.329 3.605
H -1.474 1.228 5.855
C -2.171 0.346 2.673
C -2.138 -0.916 3.332
H -2.429 -1.859 2.874
H -2.014 -1.402 5.552
H -1.610 2.383 3.379
H -2.551 0.544 1.670
C 0.926 -1.549 5.061
C 0.105 -2.301 4.136
C 0.620 -2.093 2.810
H -0.683 -2.996 4.395
C 1.753 -1.241 2.902
C 1.918 -0.855 4.275
H 2.721 -0.241 4.667
H 0.878 -1.577 6.145
H 0.281 -2.611 1.918
H 2.433 -0.990 2.094
O 0.280 0.444 1.167
C -0.124 -0.418 0.085
C -0.410 0.481 -1.105
H -0.976 -1.027 0.412
H 0.709 -1.100 -0.124
C 0.464 1.715 -0.818
H -1.465 0.778 -1.064
H -0.194 0.019 -2.073
C 0.443 1.790 0.700
H 0.113 2.632 -1.302
H 1.490 1.496 -1.143
H -0.417 2.379 1.043
H 1.347 2.205 1.156
C 0.903 1.480 4.068
H 1.087 1.661 5.139
H 1.878 1.430 3.566
H 0.362 2.350 3.672
*
```

Output
Orbital gap (spin up / spin down): 0.2479 / 0.3108 hartree
⟨S²⟩: 8.777
M: 359.3 g/mol
Highest occupied orbital energy (spin up / spin down): -0.22128 / -0.29942 hartree
E_LUMO (spin up / spin down): 0.7 / 0.3 eV
Energy: -59718.425 eV


Entry 4:
The ion C20H31O5 with charge -1 in a non-equilibrium geometry. Source: the OMol25 dataset; level of theory: wB97M-V/def2-TZVPD.

```
! RIJCOSX wB97M-V def2-TZVPD def2/J DEFGRID3
* xyz -1 1
C -1.408 -3.143 0.640
C -2.765 -2.573 1.039
C -3.738 -2.472 -0.137
C -3.392 -1.361 -1.135
C -4.189 -0.069 -0.943
H -3.927 0.617 -1.753
H -5.259 -0.280 -1.032
C -3.970 0.665 0.392
C -2.513 0.885 0.711
C -1.611 1.260 -0.185
C -0.145 1.355 0.016
H 0.255 0.436 -0.447
C 0.514 2.529 -0.738
O 0.546 2.346 -2.115
H 1.067 1.500 -2.263
C 1.912 2.615 -0.095
H 2.314 3.628 -0.105
H 2.573 1.968 -0.674
C 1.791 2.043 1.323
O 2.718 0.985 1.528
C 2.041 -0.204 1.632
C 2.583 -1.388 1.383
C 3.977 -1.610 0.876
H 4.252 -2.657 1.041
H 4.677 -0.981 1.435
C 4.124 -1.283 -0.618
C 3.038 -1.912 -1.493
H 3.432 -2.084 -2.499
H 2.695 -2.863 -1.082
C 1.826 -0.942 -1.647
O 2.089 0.163 -2.168
O 0.716 -1.328 -1.249
H 4.079 -0.200 -0.755
H 5.118 -1.617 -0.942
H 1.953 -2.255 1.498
C 0.620 0.060 2.053
C 0.373 1.440 1.450
H -0.274 2.071 2.065
H -0.057 -0.693 1.661
H 0.548 0.079 3.147
H 1.997 2.805 2.089
H -0.049 3.459 -0.557
H -1.898 1.433 -1.215
H -2.227 0.726 1.741
O -4.689 1.900 0.379
H -4.231 2.482 -0.238
H -4.440 0.095 1.201
H -2.325 -1.145 -1.086
H -3.602 -1.715 -2.148
H -4.750 -2.311 0.245
H -3.738 -3.435 -0.655
H -3.210 -3.219 1.804
H -2.626 -1.585 1.478
H -0.880 -2.495 -0.056
H -0.782 -3.267 1.523
H -1.531 -4.119 0.173
*
```

Output
Orbital gap: 0.3018 hartree
ΔE to the lowest compared entry with this formula, charge and spin: 0.0 kcal/mol
M: 351.5 g/mol
Highest occupied orbital energy: -0.18827 hartree
E_LUMO: 3.1 eV
Energy: -31482.457 eV